ORCA calculation (ωB97M-V with the def2-TZVPD basis set) on an isolated ion of composition C4H11N2S and charge -1.

Each line ends with the Löwdin charge.
Geometry (Å):
S -2.233 1.149 0.688  0.13
N 0.523 -0.663 2.260  -0.02
N 0.619 -0.128 -1.237  -0.10
C 1.147 0.387 0.041  -0.26
C 1.341 -0.739 1.047  -0.30
C -0.808 -0.463 -1.201  -0.35
C -1.806 0.692 -1.037  -0.74
H 2.382 -0.842 1.328  0.09
H -1.414 1.579 -1.525  0.02
H 0.979 -0.063 2.931  0.04
H -1.034 -1.144 -0.378  0.08
H -0.372 -0.243 2.005  -0.03
H 1.162 -1.668 0.507  0.09
H -1.018 -1.021 -2.113  0.09
H 0.705 0.578 -1.966  0.09
H 0.504 1.188 0.426  0.06
H 2.053 0.952 -0.211  0.10
H -2.729 0.448 -1.565  0.02

Values from the calculation:
total energy	-18142.3115	eV
structure (SMILES)	NCCNCC[S-]
total charge	-1
energy relative to the best compared isomer or geometry (same formula, charge and spin)	18.1	kcal/mol